1.
Below is C15H10F3N5O2S2 in the gas phase at a distorted geometry, with properties calculated with ωB97M-V with the def2-TZVPD basis set.

```
! RIJCOSX wB97M-V def2-TZVPD def2/J DEFGRID3
* xyz 0 1
O -2.67 -0.25 1.40
S -1.32 0.34 1.35
O -1.20 1.66 2.03
C -0.16 -0.84 2.06
C 1.19 -0.61 2.14
C 2.02 -1.57 2.68
C 1.45 -2.86 3.08
C 2.36 -4.00 3.75
F 2.71 -5.08 2.94
F 1.73 -4.45 4.91
F 3.47 -3.33 4.27
N 0.09 -3.09 2.82
C -0.68 -2.08 2.35
N -0.97 0.64 -0.35
C -1.10 2.07 -0.83
C 0.34 2.06 -1.29
C 1.28 3.06 -1.41
N 2.34 2.62 -2.20
N 2.11 1.30 -2.57
C 0.91 0.97 -2.04
C 0.18 -0.32 -2.27
C -1.22 -0.27 -1.49
C -2.09 0.61 -2.27
S -3.07 0.40 -3.65
C -3.50 2.06 -3.33
N -2.84 2.67 -2.45
C -2.04 1.88 -1.87
H 1.63 0.36 1.62
H 3.06 -1.33 2.74
H -1.68 -2.28 2.01
H -1.57 2.69 -0.11
H 1.15 4.09 -1.05
H 3.06 3.28 -2.46
H 0.08 -0.57 -3.34
H 0.74 -1.06 -1.85
H -1.56 -1.31 -1.26
H -4.22 2.52 -4.04
*
```

**LUMO level**: -0.0290 Eh
**E_tot**: -2097.6884 a.u.
**SMILES**: O=S(=O)(c1ccc(C(F)(F)F)nc1)N1[C@H]2c3c[nH]nc3C[C@@H]1c1scnc12

---

2.
Below is 2 unconnected molecules or ions with the total composition C6H12O, with properties calculated with ωB97M-V with the def2-TZVPD basis set.

```
! RIJCOSX wB97M-V def2-TZVPD def2/J DEFGRID3
* xyz 0 1
C 2.19 -0.80 -0.47
C 1.31 -0.09 0.24
C -0.07 -0.57 0.59
C -1.10 0.53 0.88
C -2.39 -0.05 1.45
H 1.93 -1.77 -0.89
H 3.17 -0.41 -0.75
H 1.60 0.91 0.59
H -0.45 -1.23 -0.21
H 0.02 -1.20 1.48
H -0.67 1.25 1.58
H -1.33 1.09 -0.04
H -2.85 -0.76 0.76
H -2.19 -0.58 2.39
H -3.13 0.73 1.66
C 1.00 0.73 -2.31
O 1.05 -0.24 -3.03
H 1.87 1.37 -2.07
H 0.04 1.08 -1.86
*
```

**LUMO level**: 0.0347 Eh
**Relative energy (zero: lowest compared OMol25 entry of this formula, charge and spin)**: 196.54 kJ/mol
**E_tot**: -310.9844 a.u.
**SMILES**: C=CCCC.C=O

---

3.
Below is a molecular structure, C52H77AsBN7OPSSn, with properties calculated with ωB97M-V with the def2-TZVPD basis set.

```
! RIJCOSX wB97M-V def2-TZVPD def2/J DEFGRID3
* xyz -2 2
Sn 0.07 -0.61 -1.68
C 5.14 0.63 0.09
C 3.94 0.75 -0.64
N 3.17 -0.31 -0.46
N 3.84 -1.14 0.37
C 5.03 -0.59 0.71
B 3.35 -2.56 0.80
N 2.19 -2.49 1.83
C 2.29 -2.88 3.12
C 1.11 -2.54 3.76
C 0.35 -1.93 2.75
N 1.00 -1.91 1.60
N 2.99 -3.44 -0.42
C 3.70 -4.52 -0.82
C 3.09 -5.05 -1.93
C 1.99 -4.20 -2.15
N 1.94 -3.23 -1.24
H 5.97 1.32 0.14
H 3.61 1.55 -1.29
H 5.71 -1.11 1.37
H 4.27 -3.09 1.38
H 3.18 -3.37 3.49
H 0.85 -2.71 4.80
H -0.64 -1.48 2.82
H 4.58 -4.83 -0.28
H 3.40 -5.91 -2.50
H 1.25 -4.22 -2.94
S -0.53 2.17 -4.13
C -0.57 1.41 -2.73
C 4.05 -1.16 -5.85
N 3.57 -0.72 -4.57
C 3.83 -1.72 -3.54
C 2.21 -0.17 -4.55
C 1.05 -1.11 -4.86
C 0.90 -1.56 -6.17
C -0.13 -2.41 -6.54
C -1.05 -2.81 -5.57
C -0.93 -2.31 -4.27
C 0.11 -1.46 -3.87
H 5.14 -1.27 -5.81
H 3.82 -0.42 -6.62
H 3.64 -2.13 -6.17
H 4.91 -1.77 -3.35
H 3.49 -2.72 -3.84
H 3.32 -1.44 -2.62
H 2.21 0.66 -5.27
H 2.05 0.26 -3.56
H 1.59 -1.23 -6.94
H -0.23 -2.75 -7.56
H -1.87 -3.47 -5.83
H -1.69 -2.59 -3.55
O 0.29 1.37 0.66
P 0.34 2.69 1.35
C 0.04 3.97 0.05
C -0.08 5.48 0.33
C 1.24 6.25 0.25
C 1.95 5.99 -1.08
C 2.23 4.49 -1.23
C 0.93 3.69 -1.18
C 2.01 2.89 2.10
C 2.40 4.07 3.01
C 2.22 3.85 4.51
C 2.79 2.51 4.97
C 2.17 1.37 4.15
C 2.50 1.54 2.67
C -1.08 2.69 2.53
C -1.28 3.85 3.53
C -2.75 3.93 3.96
C -3.64 4.33 2.78
C -3.18 3.66 1.47
C -2.37 2.39 1.72
H -0.95 3.60 -0.24
H -0.55 5.66 1.31
H -0.75 5.89 -0.42
H 1.91 5.94 1.05
H 1.04 7.31 0.38
H 2.87 6.57 -1.14
H 1.30 6.31 -1.91
H 2.92 4.18 -0.43
H 2.73 4.29 -2.18
H 1.13 2.62 -1.24
H 0.35 3.93 -2.08
H 2.54 3.00 1.15
H 1.84 4.97 2.73
H 3.46 4.29 2.82
H 1.16 3.88 4.77
H 2.71 4.67 5.05
H 2.60 2.37 6.04
H 3.88 2.50 4.82
H 1.08 1.38 4.29
H 2.53 0.40 4.50
H 2.07 0.73 2.08
H 3.59 1.49 2.55
H -0.84 1.78 3.09
H -0.98 4.81 3.09
H -0.67 3.69 4.41
H -2.86 4.65 4.78
H -3.05 2.95 4.35
H -3.62 5.42 2.67
H -4.68 4.05 3.00
H -2.58 4.37 0.89
H -4.05 3.42 0.85
H -2.11 1.90 0.78
H -2.99 1.68 2.28
C -2.85 -4.90 -1.53
As -1.41 -3.74 -0.82
C -0.43 -5.20 0.06
C -2.46 -3.03 0.72
C -2.89 -4.00 1.77
C -4.16 -4.58 1.75
C -4.55 -5.49 2.73
C -3.67 -5.84 3.75
C -2.40 -5.28 3.77
C -2.02 -4.37 2.80
H -3.28 -5.53 -0.75
H -2.45 -5.53 -2.32
H -3.63 -4.26 -1.95
H -1.08 -5.80 0.71
H 0.38 -4.77 0.66
H 0.01 -5.83 -0.71
H -3.32 -2.54 0.25
H -1.83 -2.25 1.15
H -4.85 -4.31 0.97
H -5.55 -5.90 2.71
H -3.98 -6.54 4.52
H -1.70 -5.54 4.56
H -1.03 -3.92 2.83
C -4.85 1.70 -1.84
C -4.80 0.19 -1.55
C -5.66 -0.55 -2.59
C -5.34 -0.08 -0.14
C -3.40 -0.25 -1.65
C -2.21 -0.53 -1.70
H -5.88 2.08 -1.76
H -4.48 1.90 -2.85
H -4.21 2.24 -1.14
H -6.69 -0.15 -2.58
H -5.70 -1.62 -2.37
H -5.24 -0.42 -3.58
H -6.39 0.24 -0.06
H -4.75 0.45 0.60
H -5.29 -1.15 0.08
*
```

**LUMO level (alpha / beta)**: 0.1433 / 0.1433 Eh
**Relative energy (zero: lowest compared OMol25 entry of this formula, charge and spin)**: 210.51 kJ/mol
**E_tot**: -5700.6312 a.u.

---

4.
Below is a molecular structure, C5H12N3O at a distorted geometry, with properties calculated with ωB97M-V with the def2-TZVPD basis set.

```
! RIJCOSX wB97M-V def2-TZVPD def2/J DEFGRID3
* xyz 1 1
C 0.30 1.59 -2.10
C -0.16 0.51 0.01
C -0.76 -1.94 0.02
C 1.45 -0.99 0.64
C -0.06 -0.79 0.68
N -0.16 2.74 -1.81
N -0.81 1.54 0.28
N -0.68 -0.46 1.98
O 0.49 0.60 -1.33
H 0.60 1.38 -3.20
H -1.93 -1.79 -0.13
H -0.41 -2.13 -0.95
H -0.61 -2.77 0.65
H 1.76 -1.74 1.28
H 1.98 -0.16 1.07
H 1.68 -1.23 -0.37
H 0.04 3.59 -2.34
H -0.49 2.50 -0.60
H -1.16 -1.31 2.30
H -1.19 1.47 1.25
H 0.12 -0.60 2.67
*
```

**LUMO level**: -0.1286 Eh
**Relative energy (zero: lowest compared OMol25 entry of this formula, charge and spin)**: 276.73 kJ/mol
**E_tot**: -436.9234 a.u.

---

5.
Below is 2 unconnected molecules or ions with the total composition C2H6NO3 at a distorted geometry, with properties calculated with ωB97M-V with the def2-TZVPD basis set.

```
! RIJCOSX wB97M-V def2-TZVPD def2/J DEFGRID3
* xyz -1 1
C -1.11 -0.68 -0.60
C -0.61 0.57 -0.12
N 1.45 -0.68 0.59
O 2.16 -0.10 -0.48
O 0.07 1.40 -0.83
O -1.21 0.89 1.11
H -1.44 -1.22 0.29
H -0.25 -1.15 -1.14
H -2.00 -0.53 -1.26
H 1.85 -0.45 1.51
H 1.60 0.68 -0.67
H -0.50 1.28 1.60
*
```

**LUMO level**: 0.1489 Eh
**Relative energy (zero: lowest compared OMol25 entry of this formula, charge and spin)**: 464.97 kJ/mol
**E_tot**: -360.1941 a.u.

---

6.
Below is C6H12 in the gas phase at a distorted geometry, with properties calculated with ωB97M-V with the def2-TZVPD basis set.

```
! RIJCOSX wB97M-V def2-TZVPD def2/J DEFGRID3
* xyz 0 1
C -1.21 -1.09 0.88
C -0.27 -1.08 -0.28
C 1.06 -0.41 -0.35
C 1.54 0.31 0.90
C -0.07 0.14 -1.17
C -0.62 1.55 -0.91
H -2.18 -1.51 0.59
H -1.39 -0.08 1.25
H -0.81 -1.70 1.70
H -0.27 -2.02 -0.85
H 1.86 -0.95 -0.86
H 1.94 -0.44 1.60
H 0.75 0.85 1.42
H 2.34 1.02 0.67
H -0.36 -0.34 -2.08
H -0.82 1.70 0.15
H -1.56 1.70 -1.45
H 0.06 2.36 -1.22
*
```

**LUMO level**: 0.0419 Eh
**Relative energy (zero: lowest compared OMol25 entry of this formula, charge and spin)**: 146.47 kJ/mol
**E_tot**: -235.7624 a.u.
**SMILES**: C[C@H]1[C@@H](C)[C@H]1C

---

7.
Below is a gas-phase ion, C4H7IN (charge +1) at a distorted geometry, with properties calculated with ωB97M-V with the def2-TZVPD basis set.

```
! RIJCOSX wB97M-V def2-TZVPD def2/J DEFGRID3
* xyz 1 3
C -0.48 0.84 0.20
C 0.86 0.45 -0.28
C 1.80 -0.06 0.81
C -1.35 -0.30 -0.46
N 1.26 -0.87 0.02
I -3.48 -0.16 0.14
H -0.55 0.63 1.24
H -0.62 1.85 -0.21
H 1.20 0.85 -1.24
H 2.16 -0.14 1.82
H -0.86 -1.24 -0.17
H -1.24 -0.05 -1.56
H 1.31 -1.79 -0.28
*
```

**LUMO level (alpha / beta)**: -0.1776 / -0.3279 Eh
**Relative energy (zero: lowest compared OMol25 entry of this formula, charge and spin)**: 247.82 kJ/mol
**E_tot**: -508.5431 a.u.

---

8.
Below is a molecular structure, C24H27IrN5PS4 at a distorted geometry, with properties calculated with ωB97M-V with the def2-TZVPD basis set.

```
! RIJCOSX wB97M-V def2-TZVPD def2/J DEFGRID3
* xyz 2 1
Ir 0.60 0.23 -0.56
N 2.60 3.27 -2.32
C 3.34 3.36 -1.15
C 4.38 4.22 -0.79
C 4.91 4.03 0.47
C 4.44 3.03 1.33
C 3.41 2.19 0.97
C 2.85 2.38 -0.30
N 1.82 1.72 -0.98
C 1.70 2.29 -2.18
C 0.67 1.83 -3.09
C 0.31 2.22 -4.33
S -0.98 1.25 -4.88
C -0.99 0.39 -3.42
N -0.07 0.78 -2.57
H 2.72 3.85 -3.14
H 4.76 4.98 -1.46
H 5.72 4.67 0.80
H 4.90 2.92 2.30
H 3.06 1.41 1.63
H 0.73 3.00 -4.95
H -1.68 -0.42 -3.24
S 1.74 -6.45 -0.78
C 1.50 -4.92 -0.31
S 2.81 -3.73 -0.25
C 1.67 -2.51 0.18
N 0.45 -2.91 0.28
N 0.34 -4.24 0.04
C -0.98 -4.80 0.14
C -1.17 -6.09 0.62
C -2.46 -6.59 0.69
C -3.54 -5.82 0.30
C -3.34 -4.52 -0.14
C -2.06 -4.01 -0.22
S 2.20 -0.87 0.49
H -0.33 -6.67 0.97
H -2.61 -7.60 1.05
H -4.54 -6.23 0.37
H -4.19 -3.92 -0.45
H -1.90 -3.00 -0.58
C -0.76 3.66 2.47
C 0.10 2.86 1.49
P -0.72 1.36 0.89
C -1.14 0.36 2.35
C -1.53 -1.08 2.06
C -2.30 1.91 0.17
C -3.07 0.85 -0.62
H -0.22 4.56 2.76
H -0.98 3.10 3.37
H -1.70 3.98 2.02
H 1.03 2.55 1.97
H 0.37 3.46 0.62
H -1.95 0.88 2.86
H -0.26 0.40 3.00
H -2.50 -1.15 1.59
H -1.57 -1.65 2.99
H -0.81 -1.59 1.43
H -2.05 2.77 -0.47
H -2.91 2.28 0.99
H -2.43 0.32 -1.32
H -3.87 1.32 -1.19
H -3.52 0.11 0.04
*
```

**LUMO level**: -0.2718 Eh
**Relative energy (zero: lowest compared OMol25 entry of this formula, charge and spin)**: 0.00 kJ/mol
**E_tot**: -3242.4692 a.u.

---

9.
Below is a gas-phase ion, C5H4NS3 (charge -1) at a distorted geometry, with properties calculated with ωB97M-V with the def2-TZVPD basis set.

```
! RIJCOSX wB97M-V def2-TZVPD def2/J DEFGRID3
* xyz -1 1
S -0.84 0.58 -2.82
C -1.94 0.35 -1.56
S -3.66 0.74 -1.79
N -1.60 -0.12 -0.29
C -0.31 -0.09 0.28
C 0.88 -0.46 -0.29
C 2.02 -0.35 0.61
C 1.66 0.13 1.83
S -0.05 0.43 1.96
H -2.41 -0.08 0.33
H 0.91 -0.75 -1.31
H 3.05 -0.60 0.38
H 2.31 0.24 2.68
*
```

**LUMO level**: 0.1065 Eh
**E_tot**: -1442.3039 a.u.
**SMILES**: S=C([S-])Nc1cccs1

---

10.
Below is a molecular structure, C33H29FN3O8SW at a distorted geometry, with properties calculated with ωB97M-V with the def2-TZVPD basis set.

```
! RIJCOSX wB97M-V def2-TZVPD def2/J DEFGRID3
* xyz 1 1
W -0.09 -0.87 -0.26
O -2.91 -3.91 -5.05
C -2.31 -3.32 -4.03
C -1.28 -3.92 -3.29
C -0.75 -3.23 -2.22
N -1.18 -2.02 -1.86
C -2.09 -1.40 -2.62
C -2.69 -2.00 -3.71
C -2.27 0.05 -2.18
O -3.00 0.83 -2.75
O -1.49 0.33 -1.17
C 0.48 -3.64 -1.39
O 1.07 -4.66 -1.58
O 0.77 -2.69 -0.53
H -2.58 -4.81 -5.20
H -0.89 -4.90 -3.54
H -3.41 -1.47 -4.31
C 0.94 1.04 -4.00
C 1.35 0.56 -2.64
O 0.64 -0.42 -2.13
C 2.44 1.07 -1.99
C 2.86 0.59 -0.72
C 4.20 0.98 -0.18
N 2.07 -0.18 -0.02
N 2.64 -0.66 1.15
C 1.79 -1.29 1.89
O 0.51 -1.33 1.55
C 2.23 -2.02 3.08
C 1.44 -3.08 3.53
C 1.84 -3.86 4.60
C 3.02 -3.55 5.26
C 3.80 -2.49 4.84
C 3.43 -1.73 3.74
H -0.15 1.18 -4.02
H 1.19 0.29 -4.75
H 1.42 1.98 -4.25
H 3.05 1.81 -2.48
H 4.71 1.66 -0.85
H 4.80 0.09 -0.03
H 4.07 1.44 0.80
H 0.53 -3.30 2.99
H 1.25 -4.70 4.91
H 3.33 -4.14 6.12
H 4.71 -2.25 5.37
H 4.05 -0.92 3.39
F -6.44 1.70 0.49
C -5.37 0.89 0.54
C -4.34 1.20 1.41
C -3.24 0.37 1.47
C -3.14 -0.78 0.67
C -1.94 -1.65 0.80
C -4.20 -1.05 -0.20
C -5.30 -0.22 -0.28
H -4.43 2.07 2.05
H -2.45 0.58 2.18
H -2.21 -2.67 0.45
H -1.74 -1.75 1.88
H -4.16 -1.94 -0.81
H -6.12 -0.45 -0.95
C -1.53 3.04 -0.51
S -0.77 2.44 1.03
O -0.08 1.11 0.66
C 0.58 3.65 1.05
C 0.63 4.55 2.11
C 1.61 5.52 2.14
C 2.55 5.59 1.13
C 2.51 4.68 0.08
C 1.52 3.71 0.03
H -0.82 2.94 -1.32
H -1.81 4.08 -0.37
H -2.42 2.45 -0.72
H -0.11 4.48 2.89
H 1.64 6.23 2.95
H 3.33 6.34 1.15
H 3.24 4.74 -0.72
H 1.49 3.00 -0.78
*
```

**LUMO level**: -0.1843 Eh
**Relative energy (zero: lowest compared OMol25 entry of this formula, charge and spin)**: 0.00 kJ/mol
**E_tot**: -2606.1258 a.u.

---

11.
Below is a gas-phase ion, C9H20BN4O4S (charge +1) at a distorted geometry, with properties calculated with ωB97M-V with the def2-TZVPD basis set.

```
! RIJCOSX wB97M-V def2-TZVPD def2/J DEFGRID3
* xyz 1 1
C 2.73 -1.55 2.24
C 3.59 -1.31 0.83
O 4.46 -0.26 0.79
O 3.48 -2.22 -0.33
C 2.53 -1.70 -1.34
C 1.10 -2.51 -1.08
C -0.17 -1.75 -1.81
C -0.82 -0.54 -0.93
N 0.06 0.45 -0.21
C -0.99 1.36 0.47
N -0.78 2.68 0.87
S -2.04 3.68 1.64
B 0.58 3.41 0.71
O 1.26 3.65 -0.58
O 1.17 3.93 1.99
N -2.29 0.55 0.62
C -3.51 1.11 -0.09
C -1.88 -0.87 0.29
N -2.93 -1.91 -0.03
H 2.50 -0.48 2.67
H 1.74 -2.18 2.04
H 3.43 -2.13 2.98
H 2.94 -2.04 -2.39
H 2.41 -0.53 -1.32
H 1.23 -3.57 -1.62
H 0.92 -2.72 0.08
H 0.22 -1.28 -2.84
H -1.01 -2.55 -2.06
H -1.37 0.14 -1.74
H 0.56 0.89 -1.02
H -2.46 4.55 0.58
H 1.78 2.84 -0.88
H 1.98 3.36 2.22
H -4.11 0.35 -0.72
H -4.22 1.55 0.75
H -3.12 2.00 -0.76
H -1.46 -1.25 1.33
H -3.32 -1.70 -0.98
H -3.67 -1.87 0.70
*
```

**LUMO level**: -0.1684 Eh
**E_tot**: -1297.5454 a.u.
**SMILES**: CC(=O)OCCC[C@@H]1NC(N(S)B(O)O)=[N+](C)[C@H]1N

---

12.
Below is a gas-phase ion, C5H5O2 (charge -1) at a distorted geometry, with properties calculated with ωB97M-V with the def2-TZVPD basis set.

```
! RIJCOSX wB97M-V def2-TZVPD def2/J DEFGRID3
* xyz -1 1
C -1.50 -0.41 0.62
C -0.71 0.38 -0.50
C 0.70 0.25 -0.43
C 1.92 0.73 0.00
O 2.58 1.64 0.55
C 1.90 -0.67 -0.28
O 2.23 -1.84 -0.54
H -1.07 0.15 1.53
H -1.28 -1.44 0.51
H -2.53 -0.29 0.39
H -1.01 1.51 -0.48
H -1.24 -0.02 -1.36
*
```

**LUMO level**: 0.1449 Eh
**Relative energy (zero: lowest compared OMol25 entry of this formula, charge and spin)**: 216.99 kJ/mol
**E_tot**: -343.9532 a.u.
**SMILES**: CCc1c([O-])c1=O